(1)
{"formula": "C27H61FN8O11S", "method": "the ωB97M-V functional and the def2-TZVPD basis", "smiles": "CC(=O)OCCCCNS(=O)(=O)F.CN(C)C=O.CN(C)C=O.CN(C)C=O.CN(C)C=O.CN(C)C=O.CN(C)C=O.CN(C)C=O", "orbital_gap_ev": 7.74, "fmax_ev_per_a": 8.81, "e_tot_ev": -76977.6495, "charge": 0, "elements": ["C", "C", "O", "O", "C", "C", "C", "C", "N", "S", "O", "O", "F", "H", "H", "H", "H", "H", "H", "H", "H", "H", "H", "H", "H", "C", "N", "C", "C", "O", "H", "H", "H", "H", "H", "H", "H", "C", "N", "C", "C", "O", "H", "H", "H", "H", "H", "H", "H", "C", "N", "C", "C", "O", "H", "H", "H", "H", "H", "H", "H", "C", "N", "C", "C", "O", "H", "H", "H", "H", "H", "H", "H", "C", "N", "C", "C", "O", "H", "H", "H", "H", "H", "H", "H", "C", "N", "C", "C", "O", "H", "H", "H", "H", "H", "H", "H", "C", "N", "C", "C", "O", "H", "H", "H", "H", "H", "H", "H"], "positions_angstrom": [[1.749, 2.925, 0.999], [2.137, 3.561, -0.467], [2.661, 2.784, -1.442], [1.879, 5.002, -0.679], [0.976, 5.213, -1.845], [-0.201, 6.300, -1.382], [-1.108, 5.768, -0.112], [-2.334, 4.731, -0.580], [-1.793, 3.322, -0.611], [-2.744, 2.228, -1.575], [-1.740, 1.505, -2.555], [-3.825, 2.881, -2.465], [-3.508, 0.965, -0.674], [2.408, 1.978, 1.232], [1.977, 3.769, 1.803], [0.622, 2.573, 1.069], [0.532, 4.207, -2.259], [1.630, 5.778, -2.666], [-0.847, 6.669, -2.286], [0.409, 7.254, -1.004], [-1.594, 6.747, 0.365], [-0.443, 5.267, 0.743], [-2.821, 5.111, -1.572], [-3.145, 4.827, 0.289], [-1.629, 2.942, 0.369], [-4.439, -1.171, -2.444], [-5.351, -2.139, -3.018], [-4.949, -2.856, -4.210], [-6.588, -2.399, -2.466], [-7.405, -3.202, -2.900], [-4.231, -0.396, -3.188], [-3.509, -1.678, -2.173], [-4.867, -0.706, -1.552], [-5.671, -2.654, -5.007], [-4.952, -3.930, -3.997], [-3.951, -2.546, -4.529], [-6.792, -1.799, -1.564], [3.186, -2.832, 1.172], [2.772, -1.629, 1.865], [3.598, -1.125, 2.943], [1.619, -0.950, 1.533], [1.213, 0.070, 2.077], [3.249, -3.652, 1.893], [4.169, -2.662, 0.724], [2.474, -3.098, 0.386], [3.005, -1.094, 3.861], [3.921, -0.108, 2.698], [4.473, -1.764, 3.090], [1.067, -1.418, 0.701], [7.582, 3.433, 3.688], [6.670, 2.465, 3.114], [7.072, 1.748, 1.922], [5.433, 2.205, 3.666], [4.616, 1.402, 3.232], [7.790, 4.207, 2.944], [8.512, 2.926, 3.959], [7.154, 3.898, 4.580], [6.350, 1.950, 1.124], [7.069, 0.674, 2.135], [8.070, 2.057, 1.603], [5.229, 2.804, 4.568], [5.644, -3.165, -3.911], [5.668, -3.149, -2.463], [4.985, -4.202, -1.742], [6.319, -2.164, -1.750], [6.378, -2.092, -0.529], [4.605, -3.116, -4.249], [6.100, -4.095, -4.262], [6.196, -2.316, -4.324], [4.220, -3.756, -1.099], [5.708, -4.730, -1.113], [4.518, -4.906, -2.436], [6.805, -1.414, -2.396], [-9.356, -0.243, -0.644], [-9.332, -0.227, 0.804], [-10.015, -1.280, 1.526], [-8.681, 0.758, 1.517], [-8.622, 0.830, 2.738], [-10.395, -0.194, -0.982], [-8.900, -1.173, -0.995], [-8.804, 0.606, -1.057], [-10.780, -0.834, 2.168], [-9.292, -1.808, 2.154], [-10.482, -1.984, 0.832], [-8.195, 1.508, 0.871], [-7.101, -6.926, -7.199], [-6.081, -5.961, -6.843], [-6.128, -4.642, -7.439], [-5.068, -6.257, -5.955], [-4.177, -5.489, -5.612], [-7.063, -7.099, -8.278], [-8.080, -6.523, -6.925], [-6.945, -7.875, -6.678], [-5.200, -4.468, -7.991], [-6.212, -3.895, -6.645], [-6.981, -4.555, -8.118], [-5.126, -7.285, -5.562], [6.378, 0.827, 8.726], [6.486, 2.156, 8.160], [5.943, 3.276, 8.900], [7.087, 2.388, 6.941], [7.211, 3.484, 6.408], [5.320, 0.589, 8.871], [6.894, 0.810, 9.690], [6.826, 0.080, 8.065], [5.181, 3.770, 8.291], [6.747, 3.990, 9.105], [5.501, 2.940, 9.842], [7.464, 1.469, 6.464]], "atomic_forces_ev_per_a": [[0.75, 0.77, 0.00], [1.94, -3.50, -4.04], [-3.48, 5.33, 6.10], [-0.95, -3.71, -0.33], [-0.35, 1.48, -1.05], [1.32, -0.10, 0.99], [-0.14, 0.40, -0.39], [-0.57, 2.25, 2.00], [-1.80, -0.74, 0.29], [0.79, -1.81, -8.14], [-3.55, 2.26, 5.06], [3.19, -1.61, 4.66], [1.57, 2.78, -0.82], [-1.35, 2.09, -0.69], [-0.66, -1.83, -1.64], [2.38, 0.93, -0.39], [1.01, 1.99, 0.90], [-1.50, -1.52, 1.59], [1.13, -1.00, 1.68], [-1.36, -2.05, -0.77], [0.79, -2.32, -0.99], [-1.34, 1.06, -2.05], [1.15, -1.25, 1.77], [1.53, -0.26, -2.03], [-0.31, 0.45, -1.62], [-0.11, -0.15, -0.14], [-1.46, -0.06, 0.84], [-0.26, -0.31, 0.11], [0.85, -0.16, -0.76], [0.55, 0.47, 0.12], [0.15, 0.06, 0.21], [0.03, 0.24, 0.05], [-0.01, -0.18, -0.22], [0.17, -0.09, 0.00], [0.09, 0.21, -0.27], [-0.21, -0.04, 0.14], [0.16, 0.06, 0.00], [0.06, 0.24, 0.15], [-1.63, 0.44, -0.67], [-0.16, 0.30, -0.09], [1.03, -0.41, 0.47], [0.28, -0.54, -0.14], [0.05, -0.11, -0.16], [-0.03, -0.15, 0.03], [0.00, 0.10, 0.14], [0.15, 0.06, 0.03], [-0.18, -0.82, 0.22], [-0.18, 0.00, -0.14], [0.09, -0.07, 0.00], [-0.19, 0.30, -0.38], [-1.44, -0.23, 0.77], [-0.32, -0.25, -0.05], [1.05, 0.23, -0.57], [0.89, 1.23, 0.23], [0.16, -0.03, 0.01], [0.02, 0.21, 0.09], [0.20, -0.26, -0.62], [0.17, -0.17, -0.05], [0.04, 0.06, -0.26], [-0.21, 0.01, 0.17], [0.13, 0.03, -0.07], [-0.08, -0.10, 0.18], [0.75, 1.13, 0.52], [0.05, 0.10, 0.30], [-0.44, -0.64, 0.11], [-0.21, -0.30, -0.87], [0.13, 0.00, -0.19], [-0.06, 0.11, -0.18], [-0.08, -0.12, 0.16], [0.08, -0.28, -0.10], [-0.21, -0.06, 0.02], [0.13, 0.20, 0.05], [-0.06, -0.08, -0.07], [-0.05, -0.15, 0.17], [0.74, 1.13, 0.51], [0.07, 0.09, 0.31], [-0.45, -0.68, 0.24], [-0.18, -0.27, -0.97], [0.13, -0.02, -0.20], [-0.13, 0.10, -0.21], [-0.07, -0.10, 0.15], [0.05, -0.22, 0.01], [-0.23, -0.05, 0.01], [0.15, 0.20, 0.05], [-0.04, -0.07, -0.10], [0.07, 0.22, -0.02], [0.97, -0.55, 0.94], [0.27, 0.16, 0.16], [-0.28, 0.60, -0.48], [-0.75, -0.47, -0.49], [-0.16, -0.13, 0.07], [-0.03, -0.20, -0.08], [0.04, 0.20, -0.05], [-0.15, 0.16, 0.01], [-0.02, 0.01, -0.27], [0.14, -0.12, 0.17], [-0.10, 0.01, -0.07], [-0.06, 0.16, 0.04], [0.74, 0.02, -1.44], [0.07, 0.29, -0.20], [-0.45, 0.22, 0.91], [-0.29, -0.66, 1.44], [0.13, -0.17, 0.06], [-0.08, -0.19, -0.04], [-0.06, 0.19, 0.06], [0.06, 0.08, 0.21], [-0.22, 0.04, 0.05], [0.12, -0.04, -0.23], [-0.04, -0.05, 0.08]]}

---

(2)
{"formula": "C33H59N9O11", "method": "the ωB97M-V functional and the def2-TZVPD basis", "smiles": "O=[N+]([O-])c1ccccc1.O=[N+]([O-])c1ccccc1.CN(C)C=O.CN(C)C=O.CN(C)C=O.CN(C)C=O.CN(C)C=O.CN(C)C=O.CN(C)C=O", "de_lowest_kcal_mol": 492.5, "orbital_gap_ev": 8.10, "fmax_ev_per_a": 11.58, "e_tot_ev": -71087.0142, "charge": 0, "elements": ["O", "N", "O", "C", "C", "C", "C", "C", "C", "H", "H", "H", "H", "H", "O", "N", "O", "C", "C", "C", "C", "C", "C", "H", "H", "H", "H", "H", "C", "N", "C", "C", "O", "H", "H", "H", "H", "H", "H", "H", "C", "N", "C", "C", "O", "H", "H", "H", "H", "H", "H", "H", "C", "N", "C", "C", "O", "H", "H", "H", "H", "H", "H", "H", "C", "N", "C", "C", "O", "H", "H", "H", "H", "H", "H", "H", "C", "N", "C", "C", "O", "H", "H", "H", "H", "H", "H", "H", "C", "N", "C", "C", "O", "H", "H", "H", "H", "H", "H", "H", "C", "N", "C", "C", "O", "H", "H", "H", "H", "H", "H", "H"], "positions_angstrom": [[-3.885, 7.214, -0.553], [-3.348, 6.748, 0.415], [-3.859, 6.324, 1.447], [-1.907, 6.487, 0.215], [-1.145, 7.104, -0.947], [0.298, 6.834, -1.190], [1.023, 5.907, -0.060], [0.326, 5.385, 1.043], [-1.141, 5.829, 1.315], [-1.700, 7.668, -1.676], [0.925, 7.245, -1.817], [2.136, 5.681, -0.246], [0.883, 4.765, 1.789], [-1.577, 5.320, 2.262], [-0.862, 2.395, -7.877], [0.378, 2.486, -7.920], [1.117, 2.649, -8.819], [1.072, 2.268, -6.557], [2.521, 2.919, -6.228], [3.304, 2.477, -4.953], [2.517, 1.573, -3.966], [1.211, 1.335, -4.018], [0.319, 1.739, -5.339], [2.760, 3.616, -7.009], [4.367, 2.790, -4.780], [2.998, 1.119, -3.036], [0.688, 0.714, -3.335], [-0.633, 1.514, -5.338], [3.528, -4.685, -0.090], [3.910, -3.485, 0.707], [4.715, -2.518, 0.081], [3.630, -3.361, 2.037], [3.767, -2.330, 2.634], [2.354, -4.701, -0.308], [3.702, -5.531, 0.330], [3.936, -4.579, -1.067], [5.422, -2.154, 0.934], [4.113, -1.642, -0.370], [5.360, -2.943, -0.667], [3.219, -4.508, 2.243], [1.311, 0.174, 2.057], [1.376, -0.006, 0.625], [1.392, 1.314, -0.199], [1.401, -1.139, -0.006], [1.483, -1.181, -1.313], [2.033, -0.311, 2.791], [0.323, -0.067, 2.524], [1.439, 1.239, 2.190], [2.153, 1.390, -1.000], [1.516, 2.238, 0.346], [0.456, 1.310, -0.758], [1.459, -1.985, 0.715], [-0.175, -2.964, 7.022], [0.408, -1.629, 6.591], [1.800, -1.476, 6.451], [-0.341, -0.527, 6.547], [0.140, 0.629, 6.469], [-0.943, -3.073, 6.290], [-0.397, -3.106, 8.081], [0.608, -3.749, 7.040], [2.365, -2.267, 6.350], [2.254, -0.772, 7.397], [2.020, -1.046, 5.253], [-1.419, -0.549, 6.738], [-4.433, -3.081, 3.138], [-3.115, -3.121, 2.620], [-2.888, -3.948, 1.464], [-1.996, -2.437, 3.229], [-0.855, -2.593, 2.800], [-5.360, -3.438, 2.525], [-4.845, -1.969, 3.198], [-4.524, -3.671, 4.176], [-2.662, -5.014, 1.441], [-2.039, -3.474, 0.628], [-3.793, -4.001, 0.918], [-2.388, -1.827, 4.235], [-2.720, 1.771, 1.490], [-2.980, 2.092, 2.923], [-1.860, 2.144, 3.811], [-4.243, 2.414, 3.467], [-4.438, 2.710, 4.659], [-2.727, 2.531, 1.011], [-3.698, 1.409, 1.068], [-1.968, 1.096, 1.251], [-1.641, 1.217, 4.033], [-1.925, 2.493, 4.861], [-1.008, 2.597, 3.340], [-5.061, 2.513, 2.879], [3.365, -2.972, -6.591], [2.729, -3.326, -5.299], [3.037, -2.402, -4.183], [2.142, -4.506, -5.093], [1.656, -4.752, -3.970], [4.420, -2.553, -6.606], [2.762, -2.204, -7.194], [3.488, -3.918, -7.260], [2.313, -1.809, -3.863], [3.854, -1.780, -4.046], [2.931, -3.044, -3.305], [2.099, -5.214, -5.956], [-2.358, -0.924, -0.803], [-3.536, -0.337, -1.454], [-3.405, 0.062, -2.873], [-4.683, -0.519, -0.815], [-5.625, -0.226, -1.525], [-2.110, -0.754, 0.229], [-1.440, -0.494, -1.416], [-2.611, -1.933, -0.948], [-4.096, 0.691, -3.369], [-3.797, -0.919, -3.115], [-2.420, 0.323, -3.341], [-4.651, -1.017, 0.147]], "atomic_forces_ev_per_a": [[-1.15, 0.69, -0.12], [1.32, -1.64, 0.29], [0.11, 0.84, -0.91], [5.06, -0.14, 1.87], [2.51, -2.34, 1.10], [-5.33, -4.45, 9.06], [-1.47, 1.52, -2.35], [-1.93, 2.27, -0.62], [1.01, -1.59, -2.52], [-0.16, 0.18, 0.02], [2.54, 2.19, -3.65], [-1.96, 0.31, 0.41], [-0.83, 0.67, -0.63], [0.28, 1.43, -1.91], [1.98, 0.30, -0.90], [-1.62, -0.98, 4.78], [0.59, 0.54, -2.28], [0.71, 0.53, 6.15], [-1.75, -4.12, 3.13], [-4.51, -0.26, -2.74], [3.50, 1.71, -0.34], [-3.59, 1.39, -5.56], [10.23, 1.58, -0.95], [1.02, 0.11, 0.03], [-1.40, -0.26, -0.18], [-0.09, 0.86, -1.55], [-0.23, -0.31, 0.73], [-4.82, -1.23, -0.29], [-4.58, 6.12, -2.06], [-0.46, -1.78, -0.27], [1.09, 3.06, 1.03], [-1.08, -3.32, -2.52], [-0.03, -0.12, 1.34], [2.27, 0.27, 0.51], [1.70, -5.37, 2.83], [0.62, -0.14, -0.58], [-1.19, 0.04, -1.71], [1.01, -1.18, 0.67], [0.02, -0.28, -0.46], [0.49, 2.78, 1.16], [-0.51, 0.03, 2.33], [0.65, 3.80, -0.05], [-0.20, -1.77, -0.83], [0.98, -0.99, -4.51], [-0.46, -0.43, 4.41], [-0.29, 0.11, -1.76], [0.45, 0.04, -0.78], [0.04, 0.18, 0.39], [-0.05, -0.85, 0.65], [-0.27, -0.27, 0.88], [-0.14, 0.30, 0.14], [-0.28, -0.08, -0.84], [1.95, 0.84, -0.06], [-0.75, -2.35, 1.05], [0.27, 7.33, -1.06], [0.69, 3.41, 0.89], [-0.62, -2.02, -0.49], [-0.83, -1.12, 0.15], [-1.02, 1.11, 0.03], [-0.24, 0.50, -1.35], [2.18, -4.84, 0.26], [-1.04, -1.60, -3.08], [-0.48, -0.26, 3.71], [-0.14, -0.97, -0.21], [-3.74, 1.23, 2.31], [2.64, 0.34, 0.08], [2.61, 1.24, -3.65], [-1.65, -1.25, 0.13], [-1.93, 0.91, 1.14], [2.45, -0.18, 0.34], [1.21, -1.95, 0.72], [0.04, 1.58, -2.10], [0.69, -0.08, 1.49], [-2.38, -1.12, 2.76], [-1.14, 0.55, -0.72], [1.23, -1.19, -2.51], [-4.63, -7.24, 6.12], [-2.26, 0.71, 0.52], [-0.09, 3.02, 0.32], [3.54, 0.43, 3.16], [0.93, -0.77, -1.65], [1.36, 9.87, -5.90], [0.74, -0.64, 0.59], [1.46, -1.12, 0.21], [1.84, -5.19, 0.76], [-0.99, 0.85, -0.96], [0.45, 0.39, -0.27], [-2.28, -0.25, -2.87], [0.01, -0.68, -2.31], [2.87, 2.71, -1.88], [-0.46, -4.72, 0.88], [-1.11, -0.33, 2.70], [0.56, -0.46, -1.98], [-1.20, -0.49, 1.00], [0.58, -1.12, 0.97], [-0.57, 1.52, 1.18], [-4.17, 2.92, 0.16], [2.53, 0.42, -1.18], [0.83, -0.31, 0.17], [0.09, 0.54, 0.39], [1.95, 1.74, -2.96], [3.65, 2.66, 3.40], [-0.20, -2.36, -0.11], [-0.21, 0.87, -3.80], [-2.96, -0.11, 1.24], [-0.65, 0.53, 0.59], [-1.58, -1.65, 1.28], [1.31, -1.89, -0.04], [-1.10, 1.22, 0.78], [0.53, -0.39, -2.42], [-0.49, -0.73, 1.43], [-0.12, 0.01, 0.57]]}